ORCA calculation (ωB97M-V/def2-TZVPD) on a cluster of 14 separate species, C41H95BN5O34 in total at a distorted geometry.

Geometry as ORCA input:
```
! wB97M-V def2-TZVPD RIJCOSX def2/J DEFGRID3
* xyz -1 1
O -14.82 -1.34 -10.01
C -14.41 -0.20 -9.71
O -15.07 0.72 -9.07
B -14.22 1.90 -8.93
O -13.00 1.52 -9.62
C -13.07 0.34 -10.06
O -12.23 -0.34 -10.75
O -13.87 2.26 -7.59
C -14.28 3.57 -7.39
O -14.16 4.24 -6.36
C -14.95 4.10 -8.68
O -14.77 3.10 -9.53
O -15.48 5.19 -8.85
C -14.99 3.34 -2.85
N -15.04 1.88 -2.69
O -15.57 1.43 -1.67
O -14.50 1.19 -3.53
H -15.90 3.70 -2.37
H -15.09 3.56 -3.91
H -14.08 3.70 -2.38
C -14.63 -3.30 -7.35
N -15.18 -4.35 -6.47
O -15.46 -5.41 -6.99
O -15.19 -4.13 -5.22
H -15.55 -2.94 -7.82
H -13.90 -3.72 -8.04
H -14.15 -2.54 -6.73
C -16.94 3.78 -11.61
N -18.37 4.20 -11.59
O -18.59 5.40 -11.46
O -19.23 3.32 -11.51
H -16.38 4.64 -11.23
H -16.67 3.70 -12.66
H -16.73 2.84 -11.12
C -14.77 -3.44 -12.40
N -14.73 -4.56 -11.36
O -14.11 -4.40 -10.30
O -15.33 -5.59 -11.62
H -14.00 -2.72 -12.13
H -15.74 -2.97 -12.25
H -14.79 -3.88 -13.40
C -15.09 0.71 -13.57
N -15.19 -0.25 -14.70
O -14.57 -1.31 -14.62
O -15.92 0.09 -15.63
H -16.04 1.21 -13.43
H -14.37 1.44 -13.93
H -14.73 0.28 -12.64
C -10.37 3.90 -9.19
O -9.19 3.25 -8.80
C -9.57 1.88 -8.53
C -8.40 1.06 -7.89
O -7.92 1.48 -6.59
C -7.29 2.76 -6.51
H -11.22 3.61 -8.56
H -10.53 3.69 -10.24
H -10.32 4.98 -9.08
H -9.97 1.50 -9.46
H -10.37 1.79 -7.79
H -7.47 1.06 -8.46
H -8.73 0.02 -7.77
H -6.47 2.82 -5.80
H -8.03 3.52 -6.30
H -6.96 3.00 -7.52
C -11.79 10.63 -0.80
O -12.65 10.27 -1.90
C -13.27 8.98 -1.85
C -12.41 7.84 -2.37
O -13.18 6.69 -2.71
C -12.49 5.61 -3.35
H -11.52 11.66 -1.04
H -10.95 9.94 -0.82
H -12.26 10.56 0.18
H -14.15 8.98 -2.50
H -13.70 8.82 -0.86
H -11.61 7.55 -1.69
H -11.96 8.18 -3.30
H -13.15 4.85 -3.77
H -11.75 5.20 -2.66
H -11.92 5.93 -4.22
C -20.19 7.94 -7.75
O -18.78 8.15 -7.92
C -18.43 7.38 -9.13
C -17.08 7.84 -9.78
O -16.22 8.36 -8.75
C -14.84 8.40 -9.14
H -20.62 8.38 -6.85
H -20.27 6.85 -7.68
H -20.82 8.29 -8.56
H -19.24 7.39 -9.86
H -18.31 6.32 -8.91
H -17.16 8.71 -10.43
H -16.66 7.03 -10.39
H -14.25 8.85 -8.35
H -14.74 8.97 -10.06
H -14.45 7.41 -9.37
C -9.19 -2.48 -10.35
O -9.65 -3.28 -11.42
C -11.00 -3.21 -11.90
C -11.05 -2.13 -13.00
O -10.40 -2.63 -14.23
C -10.16 -1.59 -15.18
H -9.80 -2.48 -9.45
H -9.26 -1.47 -10.74
H -8.17 -2.80 -10.12
H -11.68 -3.05 -11.06
H -11.37 -4.18 -12.24
H -10.74 -1.17 -12.60
H -12.08 -1.91 -13.25
H -9.54 -0.79 -14.76
H -11.06 -1.09 -15.53
H -9.67 -1.99 -16.07
C -12.32 6.00 -16.91
O -13.22 5.78 -15.88
C -12.91 4.74 -14.93
C -14.09 4.74 -13.93
O -13.98 3.50 -13.18
C -12.91 3.49 -12.26
H -12.23 5.09 -17.50
H -11.38 6.37 -16.51
H -12.87 6.70 -17.53
H -11.99 5.10 -14.44
H -12.70 3.84 -15.50
H -15.01 4.79 -14.51
H -14.06 5.61 -13.27
H -12.74 2.43 -12.08
H -13.15 3.85 -11.26
H -11.96 3.88 -12.63
C -14.54 10.67 -6.51
O -15.39 9.54 -6.33
C -14.82 8.62 -5.43
C -15.38 7.21 -5.74
O -16.75 7.20 -6.11
C -17.23 5.80 -6.02
H -14.20 11.08 -5.56
H -15.14 11.45 -7.00
H -13.65 10.48 -7.11
H -15.04 8.91 -4.40
H -13.74 8.51 -5.47
H -15.11 6.61 -4.87
H -14.77 6.82 -6.55
H -16.99 5.34 -5.06
H -16.76 5.33 -6.88
H -18.31 5.88 -6.14
C -9.50 2.76 -14.39
O -10.02 1.65 -13.66
C -9.45 1.51 -12.31
C -8.07 0.73 -12.27
O -7.73 0.59 -10.96
C -6.62 -0.31 -10.77
H -9.87 2.68 -15.41
H -8.41 2.78 -14.46
H -9.75 3.78 -14.10
H -10.13 0.92 -11.70
H -9.24 2.50 -11.90
H -7.45 1.45 -12.81
H -8.12 -0.26 -12.72
H -6.47 -0.43 -9.70
H -5.74 0.09 -11.27
H -6.75 -1.34 -11.12
C -19.14 -1.41 -5.90
O -18.92 -0.32 -6.81
C -17.53 -0.18 -7.07
C -16.70 0.73 -6.05
O -17.26 2.01 -5.77
C -18.11 2.05 -4.61
H -20.21 -1.58 -5.81
H -18.73 -1.22 -4.90
H -18.71 -2.37 -6.19
H -17.51 0.41 -7.99
H -17.05 -1.14 -7.27
H -15.68 0.92 -6.40
H -16.54 0.19 -5.11
H -17.48 1.88 -3.74
H -18.94 1.35 -4.67
H -18.54 3.05 -4.58
*
```

DFT total energy: -121780.496 eV
lowest unoccupied orbital energy: 0.06182 Ha
E_HOMO: -6.97 eV
frontier orbital gap: 8.653 eV
ΔE to the lowest compared entry with this formula, charge and spin: 48.3 kcal per mole



ORCA calculation (ωB97M-V/def2-TZVPD) on a cluster of 3 separate species, C4H14NO3 in total at a distorted geometry.

Geometry as ORCA input:
```
! wB97M-V def2-TZVPD RIJCOSX def2/J DEFGRID3
* xyz 1 1
C 1.81 -1.12 -0.83
C 0.86 -1.75 0.16
C 0.94 -1.29 1.68
C -0.17 -0.32 2.05
O -1.31 -0.51 1.70
N 1.15 0.12 -1.43
H 2.76 -0.78 -0.38
H 1.84 -1.77 -1.74
H -0.14 -1.39 -0.04
H 1.08 -2.86 0.18
H 0.96 -2.16 2.43
H 1.85 -0.71 1.84
H 0.12 0.58 2.65
H 1.41 1.00 -0.97
H 0.15 -0.09 -1.32
H 1.24 0.13 -2.44
H -2.78 0.67 -0.24
H -3.29 1.94 -1.05
O -2.53 1.48 -0.70
H -0.89 2.17 -0.89
H -0.20 3.22 -1.80
O -0.24 2.27 -1.62
*
```

DFT total energy: -12000.451 eV
lowest unoccupied orbital energy: -0.11925 Ha
E_HOMO: -13.67 eV
frontier orbital gap: 10.424 eV
ΔE to the lowest compared entry with this formula, charge and spin: 31.3 kcal per mole



ORCA calculation (ωB97M-V/def2-TZVPD) on a structure of composition C45H38N2OPSSbSr at a distorted geometry.

Geometry as ORCA input:
```
! wB97M-V def2-TZVPD RIJCOSX def2/J DEFGRID3
* xyz 2 1
Sr -0.31 0.50 0.93
N 1.93 -0.34 2.24
C 2.01 -0.05 3.66
C 3.22 -0.10 4.41
C 3.14 -0.14 5.78
C 1.95 -0.07 6.46
C 0.74 0.22 5.76
C -0.49 0.44 6.35
C -1.58 0.84 5.64
C -1.37 1.02 4.25
N -0.29 0.59 3.60
C 0.80 0.20 4.35
H 2.79 -0.13 1.69
H 1.78 -1.32 2.14
H 4.22 -0.23 3.90
H 4.06 -0.21 6.38
H 1.97 -0.09 7.55
H -0.53 0.45 7.41
H -2.54 1.05 6.16
H -2.13 1.57 3.66
O 1.64 1.26 -0.14
P 2.15 1.67 -1.48
C 1.28 3.04 -2.25
C 0.90 2.85 -3.55
C 0.29 3.91 -4.23
C -0.04 5.10 -3.60
C 0.28 5.20 -2.23
C 0.95 4.18 -1.55
C 2.55 0.48 -2.74
C 1.52 -0.33 -3.27
C 1.73 -1.07 -4.40
C 2.96 -1.15 -5.02
C 4.03 -0.51 -4.37
C 3.85 0.33 -3.30
C 3.77 2.28 -1.21
C 4.34 3.31 -1.94
C 5.46 3.99 -1.48
C 5.93 3.65 -0.21
C 5.53 2.45 0.41
C 4.43 1.81 -0.08
H 1.18 1.99 -4.04
H 0.12 3.77 -5.28
H -0.44 5.96 -4.11
H 0.12 6.09 -1.60
H 1.24 4.40 -0.55
H 0.53 -0.36 -2.83
H 0.79 -1.46 -4.84
H 3.08 -1.71 -5.95
H 5.03 -0.60 -4.72
H 4.70 0.70 -2.77
H 3.84 3.55 -2.87
H 5.94 4.73 -2.07
H 6.82 4.15 0.17
H 6.02 2.06 1.31
H 4.12 0.89 0.49
S -0.42 -2.30 -0.18
Sb -2.76 -2.40 -0.30
C -3.19 -0.29 -0.51
C -3.29 0.55 0.65
C -2.90 1.89 0.57
C -2.36 2.42 -0.62
C -2.30 1.64 -1.75
C -2.85 0.34 -1.73
C -3.18 -3.58 -2.11
C -2.21 -4.51 -2.51
C -2.64 -5.53 -3.33
C -3.94 -5.54 -3.83
C -4.85 -4.54 -3.56
C -4.45 -3.54 -2.66
C -3.37 -3.23 1.66
C -2.49 -3.53 2.66
C -2.97 -3.88 3.96
C -4.31 -3.71 4.29
C -5.19 -3.38 3.26
C -4.73 -3.22 1.96
H -3.67 0.14 1.58
H -2.91 2.55 1.49
H -1.87 3.40 -0.48
H -1.81 2.04 -2.67
H -2.88 -0.25 -2.65
H -1.23 -4.45 -2.01
H -1.95 -6.31 -3.62
H -4.23 -6.44 -4.43
H -5.87 -4.58 -4.01
H -5.19 -2.81 -2.31
H -1.41 -3.56 2.49
H -2.24 -4.35 4.65
H -4.70 -3.82 5.33
H -6.21 -3.20 3.52
H -5.41 -2.82 1.21
*
```

DFT total energy: -79795.761 eV
lowest unoccupied orbital energy: -0.18922 Ha
E_HOMO: -13.18 eV
frontier orbital gap: 8.036 eV
ΔE to the lowest compared entry with this formula, charge and spin: 0.0 kcal per mole



ORCA calculation (ωB97M-V/def2-TZVPD) on a cluster of 5 separate species, C10H30O5S5 in total at a distorted geometry.

Geometry as ORCA input:
```
! wB97M-V def2-TZVPD RIJCOSX def2/J DEFGRID3
* xyz 0 1
C 21.30 6.33 -20.98
S 21.13 7.89 -20.16
O 20.72 7.78 -18.71
C 22.86 8.40 -20.24
H 20.29 6.05 -21.16
H 21.88 5.66 -20.44
H 21.99 6.53 -21.88
H 23.29 8.29 -21.19
H 23.31 7.79 -19.47
H 22.93 9.44 -20.01
C 26.82 9.48 -17.74
S 25.77 10.94 -17.89
O 24.99 10.56 -19.11
C 24.79 10.78 -16.43
H 27.30 9.53 -16.78
H 27.64 9.36 -18.47
H 26.23 8.53 -17.78
H 24.15 11.58 -16.58
H 25.22 10.98 -15.47
H 24.21 9.93 -16.51
C 24.52 3.28 -23.76
S 23.29 4.30 -23.05
O 22.08 3.39 -22.86
C 24.12 4.23 -21.44
H 24.77 2.51 -23.09
H 25.42 3.80 -23.86
H 24.12 2.71 -24.61
H 23.60 3.48 -20.93
H 23.85 5.18 -21.08
H 25.26 4.16 -21.47
C 26.46 2.57 -19.22
S 26.00 3.26 -17.61
O 25.16 2.14 -16.91
C 27.67 3.14 -16.95
H 27.29 3.15 -19.68
H 25.56 2.66 -19.87
H 26.83 1.57 -19.22
H 28.29 3.83 -17.53
H 28.05 2.18 -17.29
H 27.85 3.44 -15.89
C 26.76 6.38 -19.95
S 27.31 6.68 -21.69
O 27.04 5.36 -22.41
C 25.74 7.66 -21.93
H 25.89 5.71 -19.88
H 26.60 7.38 -19.46
H 27.72 6.05 -19.50
H 25.75 8.59 -21.34
H 24.93 6.92 -21.74
H 25.75 7.84 -22.99
*
```

DFT total energy: -75263.607 eV
lowest unoccupied orbital energy: -0.00069 Ha
E_HOMO: -8.59 eV
frontier orbital gap: 8.570 eV
ΔE to the lowest compared entry with this formula, charge and spin: 51.4 kcal per mole



ORCA calculation (ωB97M-V/def2-TZVPD) on a structure of composition C26H36ClN2O9S3Y at a distorted geometry.

Geometry as ORCA input:
```
! wB97M-V def2-TZVPD RIJCOSX def2/J DEFGRID3
* xyz -2 1
Y 0.27 0.02 -0.57
C -0.26 0.93 3.62
C -1.79 0.95 3.55
S -2.40 0.19 2.03
C -3.64 1.37 1.49
C -3.14 2.79 1.21
S -1.69 2.86 0.12
C -0.62 3.97 1.05
C -0.08 3.45 2.38
S 0.64 1.78 2.30
H 0.06 1.34 4.59
H 0.10 -0.10 3.55
H -2.18 0.39 4.41
H -2.17 1.96 3.62
H -4.02 0.93 0.56
H -4.47 1.42 2.20
H -3.94 3.36 0.74
H -2.88 3.30 2.14
H 0.20 4.18 0.37
H -1.14 4.91 1.22
H 0.70 4.13 2.71
H -0.85 3.43 3.15
O -3.15 -0.66 -3.08
Cl -2.21 -1.08 -2.09
O -2.54 -2.36 -1.55
O -0.84 -1.09 -2.63
O -2.15 -0.08 -1.00
O 2.35 -6.95 -0.74
C 2.67 -6.16 -1.65
O 3.11 -6.39 -2.79
C 2.18 -4.71 -1.43
C 2.44 -3.72 -2.37
C 2.02 -2.43 -2.13
N 1.35 -2.08 -1.03
C 1.08 -3.03 -0.12
C 1.47 -4.35 -0.29
C 0.42 -2.56 1.18
O 0.38 -3.34 2.12
O 0.04 -1.34 1.18
H 2.99 -3.99 -3.27
H 2.21 -1.63 -2.84
H 1.26 -5.08 0.47
C -0.72 2.15 -3.53
C -0.22 3.58 -3.36
C 0.46 4.01 -4.67
C 0.72 3.93 -2.20
C 0.86 5.29 -1.98
C 1.76 5.83 -1.06
C 2.61 4.93 -0.43
C 2.52 3.55 -0.61
C 3.65 2.76 0.08
C 4.99 3.13 -0.58
C 3.58 1.24 0.15
C 1.43 2.98 -1.38
N 1.09 1.69 -1.28
H -1.36 2.11 -4.42
H -1.32 1.82 -2.68
H 0.10 1.45 -3.65
H -1.11 4.21 -3.23
H 1.36 3.41 -4.83
H 0.76 5.06 -4.66
H -0.21 3.84 -5.53
H 0.23 5.97 -2.55
H 1.82 6.90 -0.88
H 3.37 5.31 0.24
H 3.69 3.12 1.12
H 4.98 2.79 -1.62
H 5.82 2.64 -0.07
H 5.17 4.21 -0.59
H 3.48 0.80 -0.84
H 2.75 0.88 0.76
H 4.50 0.86 0.61
C 3.02 -1.36 2.96
O 3.29 -1.58 1.59
H 3.76 -1.84 3.61
H 2.03 -1.73 3.23
H 3.06 -0.29 3.13
H 3.15 -2.51 1.39
*
```

DFT total energy: -95023.975 eV
lowest unoccupied orbital energy: 0.13212 Ha
E_HOMO: -1.46 eV
frontier orbital gap: 5.058 eV
ΔE to the lowest compared entry with this formula, charge and spin: 19.1 kcal per mole



ORCA calculation (ωB97M-V/def2-TZVPD) on the molecule C17H15N3O7 at a distorted geometry.

Geometry as ORCA input:
```
! wB97M-V def2-TZVPD RIJCOSX def2/J DEFGRID3
* xyz 0 1
C -5.74 -2.39 0.97
H -6.13 -2.27 -0.09
H -5.74 -3.33 1.18
H -6.19 -1.75 1.59
O -4.38 -2.35 0.63
C -4.03 -1.02 0.44
C -4.87 0.00 0.24
C -4.20 1.36 -0.42
C -2.85 1.50 -0.43
C -1.93 0.35 -0.05
C -2.62 -0.62 0.35
O -1.92 -1.79 0.57
H -2.39 -2.78 0.85
C -0.50 0.75 -0.06
N 0.49 -0.06 -0.51
N 0.39 -1.36 -0.61
C 1.62 -2.22 -0.94
O 1.47 -3.26 -1.27
C 3.02 -1.22 -0.89
O 2.92 -0.65 0.55
C 3.89 0.24 0.47
C 4.12 0.81 1.98
C 5.24 1.75 2.07
C 5.92 2.14 1.10
C 5.69 1.81 -0.59
C 4.74 0.75 -0.55
O 4.38 0.13 -1.82
C 3.15 -0.12 -1.97
H 3.00 -0.79 -2.82
H 2.35 0.43 -1.78
H 6.25 2.09 -1.26
H 6.76 2.77 0.94
H 5.50 2.04 3.02
H 3.64 0.21 2.64
H 3.68 -2.14 -0.90
H -0.37 -1.66 -0.69
H -0.24 1.70 -0.08
H -2.38 2.45 -0.35
N -5.03 2.50 -0.60
O -6.33 2.43 -0.46
O -4.39 3.42 -0.78
H -5.99 0.15 0.33
*
```

DFT total energy: -36655.327 eV
lowest unoccupied orbital energy: -0.02197 Ha
E_HOMO: -7.81 eV
frontier orbital gap: 7.213 eV



ORCA calculation (ωB97M-V/def2-TZVPD) on a structure of composition C11H15N3OS5Zn at a distorted geometry.

Geometry as ORCA input:
```
! wB97M-V def2-TZVPD RIJCOSX def2/J DEFGRID3
* xyz 0 1
Zn 0.26 0.42 0.92
N -1.29 1.61 2.01
C -2.24 0.81 2.79
C -1.54 -0.45 3.31
N -0.72 -1.09 2.22
H -0.66 2.13 2.62
H -1.79 2.32 1.44
H -3.06 0.51 2.12
H -2.59 1.37 3.64
H -2.27 -1.16 3.70
H -0.85 -0.22 4.13
H -1.27 -1.75 1.67
H 0.02 -1.63 2.62
O 0.69 -2.66 -0.08
C 0.79 -2.20 -1.45
C -0.39 -1.35 -1.86
C -1.03 -1.52 -3.09
C -2.06 -0.64 -3.44
C -2.35 0.40 -2.59
C -1.65 0.52 -1.43
N -0.72 -0.35 -1.02
H 1.41 -2.19 0.38
H 0.83 -3.04 -2.13
H 1.73 -1.65 -1.59
H -0.76 -2.37 -3.70
H -2.60 -0.79 -4.39
H -3.10 1.14 -2.86
H -1.75 1.38 -0.80
S 6.37 2.34 -1.99
C 5.01 1.96 -1.18
S 3.62 2.94 -1.15
C 2.63 1.90 -0.16
C 3.17 0.76 0.26
S 2.42 -0.40 1.30
S 4.79 0.49 -0.27
S 0.95 2.46 0.05
*
```

DFT total energy: -120764.388 eV
lowest unoccupied orbital energy: -0.00946 Ha
E_HOMO: -6.62 eV
frontier orbital gap: 6.360 eV
ΔE to the lowest compared entry with this formula, charge and spin: 0.0 kcal per mole